{
  "formula": "C38H46BaClF6Ge3N2O4S2",
  "method": "ωB97M-V with the def2-TZVPD basis set",
  "spin_multiplicity": 2,
  "total_charge": -2,
  "lumo_ev": [3.64, 3.17],
  "homo_lumo_gap_ha": [0.2032, 0.1859],
  "e_tot_ev": -272061.4786,
  "s2": 0.790,
  "e_homo_ha": [-0.06946, -0.06945],
  "symbols": ["Ba", "C", "C", "C", "C", "C", "H", "H", "H", "H", "H", "C", "C", "C", "N", "C", "C", "H", "H", "H", "H", "H", "C", "Ge", "C", "C", "C", "H", "H", "H", "H", "H", "H", "H", "H", "H", "H", "H", "Cl", "C", "C", "C", "C", "C", "C", "C", "H", "H", "H", "H", "H", "H", "F", "C", "F", "F", "S", "O", "O", "N", "S", "O", "O", "C", "F", "F", "F", "C", "Ge", "C", "C", "Ge", "C", "C", "C", "C", "C", "C", "C", "C", "C", "C", "C", "C", "H", "H", "H", "H", "H", "H", "H", "H", "H", "H", "H", "H", "H", "H", "H", "H", "H", "H", "H"],
  "positions_angstrom": [[0.00594, 0.26677, -0.20865], [-1.23218, 1.63620, -3.21566], [-1.89376, 0.40474, -3.12004], [-2.66379, 0.40822, -1.93888], [-2.48045, 1.67019, -1.30793], [-1.60231, 2.42311, -2.09341], [-0.55340, 1.93356, -4.00434], [-1.78982, -0.42095, -3.81014], [-3.28678, -0.40212, -1.58136], [-2.99878, 2.02502, -0.42524], [-1.28634, 3.43407, -1.87250], [3.62624, -0.55810, 4.82701], [2.29859, -0.18022, 4.78665], [1.71711, 0.07925, 3.54997], [2.37811, -0.01904, 2.40198], [3.66010, -0.38199, 2.45342], [4.32843, -0.65968, 3.63269], [4.11149, -0.77137, 5.77214], [1.69743, -0.09299, 5.68126], [0.67665, 0.37544, 3.48249], [4.18179, -0.44704, 1.50464], [5.36992, -0.95156, 3.60773], [3.66346, 2.80281, 0.73262], [1.95448, 3.80495, 0.79624], [1.70270, 4.60262, -0.98439], [2.42571, 5.35682, 1.94139], [0.48051, 2.73660, 1.29031], [4.46372, 3.41588, 0.30889], [3.56988, 1.89844, 0.12678], [3.95172, 2.49633, 1.74092], [2.57059, 5.20366, -1.26880], [0.81905, 5.24488, -0.97583], [1.54375, 3.83963, -1.74865], [3.23038, 5.96526, 1.51741], [2.74378, 5.00643, 2.92679], [1.54345, 5.98769, 2.07295], [-0.42917, 3.33892, 1.15176], [0.56618, 2.47705, 2.35539], [6.44096, -6.99932, -0.52751], [5.24757, -5.76312, -0.20911], [4.18412, -6.05534, 0.63501], [3.25292, -5.07330, 0.90314], [3.37015, -3.78548, 0.33930], [2.43693, -2.77393, 0.65188], [4.44630, -3.53881, -0.53694], [5.37895, -4.51903, -0.80752], [4.09104, -7.04310, 1.06526], [2.41124, -5.29143, 1.54906], [2.52866, -1.78639, 0.22375], [1.60622, -2.96728, 1.31705], [4.52018, -2.57383, -1.01998], [6.19599, -4.33134, -1.49008], [3.29576, -0.21982, -1.53740], [2.77180, 0.05955, -2.74343], [2.22347, 1.26994, -2.68418], [3.75416, 0.07156, -3.63216], [1.45187, -1.15330, -3.15783], [0.55402, -0.94314, -1.97497], [0.96543, -0.80294, -4.45199], [2.28241, -2.45252, -2.99499], [1.95593, -3.91435, -3.51988], [1.46716, -3.96036, -4.86423], [3.03194, -4.76334, -3.10603], [0.51491, -4.43625, -2.50225], [0.28404, -5.73763, -2.71194], [-0.56849, -3.74641, -2.84461], [0.74815, -4.25505, -1.20327], [-3.85756, 2.15032, 2.78963], [-4.25343, 0.25604, 2.40386], [-5.46253, -0.29027, 3.85728], [-5.38875, 0.31465, 0.80539], [-2.17631, -0.91499, 2.06668], [-2.80286, -2.80373, 1.69236], [-1.85173, -3.76938, 1.34185], [-2.19167, -5.07761, 1.02154], [-3.52498, -5.46411, 1.02072], [-4.49606, -4.52694, 1.34304], [-4.13516, -3.22590, 1.67494], [-1.62875, -1.20636, 3.99687], [-1.99317, -0.35009, 5.04093], [-1.52849, -0.52700, 6.34126], [-0.68036, -1.58173, 6.64668], [-0.29356, -2.44451, 5.62768], [-0.75387, -2.24699, 4.33376], [-4.63054, 2.78669, 2.35212], [-2.89381, 2.44711, 2.37244], [-3.82607, 2.33288, 3.86661], [-6.26136, 0.45352, 3.93410], [-4.94332, -0.35060, 4.81405], [-5.91048, -1.26584, 3.66206], [-6.09828, 1.14013, 0.90853], [-5.94771, -0.61521, 0.68092], [-4.80294, 0.47628, -0.09820], [-0.80300, -3.48878, 1.28833], [-1.41555, -5.78682, 0.75655], [-3.80445, -6.47736, 0.75647], [-5.54440, -4.80580, 1.33539], [-4.92408, -2.52560, 1.92643], [-2.65027, 0.49078, 4.84564], [-1.84078, 0.16260, 7.11851], [-0.32211, -1.72680, 7.65956], [0.37807, -3.27026, 5.83710], [-0.42378, -2.93629, 3.56285]],
  "forces_ev_per_angstrom": [[-1.6, 2.9, 2.8], [0.1, 0.3, 0.3], [-0.1, -0.1, 0.2], [0.1, 0.2, 0.1], [-0.5, -0.3, 0.1], [0.3, 0.0, -0.2], [0.0, 0.0, 0.0], [0.0, 0.0, 0.0], [0.0, 0.0, 0.0], [0.1, 0.0, 0.1], [0.1, 0.0, -0.1], [0.1, 0.0, 0.0], [-0.1, 0.1, 0.0], [0.0, 0.1, 0.0], [0.0, -0.2, -0.3], [0.0, 0.0, 0.0], [0.0, 0.0, 0.0], [0.0, 0.0, 0.0], [0.0, 0.0, 0.0], [0.0, 0.0, 0.0], [0.0, 0.0, 0.0], [0.0, 0.0, 0.0], [0.0, -0.1, -0.1], [0.1, 0.0, -0.1], [0.0, 0.0, -0.2], [0.0, 0.2, 0.1], [0.0, -0.1, 0.0], [0.0, 0.0, 0.0], [0.0, 0.0, 0.0], [0.0, 0.0, 0.0], [0.0, 0.0, 0.0], [0.0, 0.0, 0.0], [0.0, 0.0, 0.0], [0.0, 0.0, 0.0], [0.0, 0.0, 0.0], [0.0, 0.0, 0.0], [0.0, -0.1, 0.0], [-0.1, 0.0, 0.0], [0.0, 0.0, 0.0], [0.1, -0.1, 0.0], [-0.1, 0.1, 0.0], [0.1, -0.2, 0.0], [-0.4, 0.5, 0.2], [0.2, -0.2, -0.1], [0.2, -0.1, -0.1], [0.0, 0.1, 0.0], [0.0, 0.0, 0.0], [0.0, 0.0, 0.0], [0.0, -0.1, 0.0], [0.0, 0.0, 0.0], [0.0, 0.0, 0.0], [0.0, 0.0, 0.0], [0.0, 0.1, 0.0], [0.0, 0.0, 0.1], [0.0, 0.1, 0.0], [0.1, -0.1, -0.1], [-0.8, 0.2, 1.1], [2.3, -2.5, -4.5], [-0.1, -0.1, 0.2], [0.0, -0.3, 0.1], [0.3, 0.4, 0.0], [0.0, -0.1, 0.0], [-0.1, -0.1, -0.1], [0.0, 0.0, 0.1], [0.0, 0.0, 0.0], [0.0, 0.0, 0.0], [-0.1, -0.1, 0.0], [0.1, 0.1, 0.1], [0.0, 0.3, -0.1], [-0.2, -0.1, 0.2], [-0.1, -0.1, -0.1], [0.3, -0.6, 0.2], [0.0, 0.0, -0.1], [0.0, 0.0, -0.1], [0.0, 0.0, 0.0], [0.0, 0.0, 0.0], [0.0, 0.0, 0.0], [0.0, 0.0, 0.0], [0.0, 0.0, 0.1], [0.1, 0.1, 0.0], [0.0, 0.0, 0.0], [0.0, 0.0, 0.0], [0.0, 0.0, 0.0], [-0.1, -0.1, 0.0], [0.0, 0.0, 0.0], [0.0, 0.0, 0.0], [0.0, 0.0, 0.0], [0.0, -0.1, 0.1], [0.0, 0.0, 0.0], [0.0, 0.0, 0.0], [0.0, 0.0, 0.0], [0.0, 0.0, 0.0], [0.0, 0.0, 0.0], [0.0, 0.0, 0.0], [0.0, 0.0, 0.0], [0.0, 0.0, 0.0], [0.0, 0.0, 0.0], [0.0, 0.0, 0.0], [0.0, 0.0, 0.0], [0.0, 0.0, 0.0], [0.0, 0.0, 0.0], [0.0, 0.0, 0.0], [0.0, 0.0, 0.0]],
  "lowdin_charge": [1.590, -0.204, -0.222, -0.257, -0.310, -0.237, 0.076, 0.078, 0.068, 0.068, 0.070, -0.083, -0.056, -0.132, 0.068, -0.174, -0.072, 0.098, 0.096, 0.088, 0.102, 0.096, -0.238, 0.621, -0.238, -0.260, -0.508, 0.005, -0.017, -0.002, 0.002, 0.008, -0.005, -0.006, -0.003, -0.002, -0.078, -0.094, 0.616, -0.667, -0.113, -0.034, -0.300, 0.081, -0.039, -0.112, 0.098, 0.115, 0.028, 0.062, 0.108, 0.105, 0.096, -0.682, 0.133, 0.156, 0.624, -0.759, -0.237, -0.285, 0.589, -0.272, -0.276, -0.676, 0.130, 0.148, 0.130, -0.266, 0.599, -0.265, -0.254, 0.723, -0.378, -0.154, -0.107, -0.123, -0.112, -0.128, -0.392, -0.142, -0.113, -0.140, -0.122, -0.140, 0.007, 0.001, 0.001, 0.007, -0.004, -0.002, 0.010, 0.005, -0.014, 0.063, 0.092, 0.087, 0.089, 0.056, 0.064, 0.090, 0.085, 0.093, 0.079]
}